{"formula": "C38H38F6O12", "method": "wB97M-V/def2-TZVPD", "species": ["O", "C", "O", "C", "C", "F", "O", "H", "H", "H", "O", "C", "O", "C", "C", "F", "O", "H", "H", "H", "C", "C", "C", "O", "C", "O", "O", "H", "H", "H", "H", "H", "H", "C", "C", "C", "O", "C", "O", "O", "H", "H", "H", "H", "H", "H", "F", "C", "C", "C", "C", "C", "C", "H", "H", "H", "H", "H", "F", "C", "C", "C", "C", "C", "C", "H", "H", "H", "H", "H", "F", "C", "C", "C", "C", "C", "C", "H", "H", "H", "H", "H", "F", "C", "C", "C", "C", "C", "C", "H", "H", "H", "H", "H"], "coordinates": [[-2.30644, -0.89283, -3.68347], [-3.01013, -1.83797, -3.79032], [-4.34939, -1.83577, -3.64443], [-4.84543, -3.18083, -3.76274], [-3.64367, -3.97410, -4.26232], [-3.89996, -4.28906, -5.58364], [-2.60282, -3.04334, -4.24083], [-5.12143, -3.61635, -2.80030], [-5.62042, -3.18253, -4.52658], [-3.47098, -4.90362, -3.71089], [0.17662, 0.82863, 1.70177], [0.18144, 0.23874, 0.72116], [1.32017, -0.10763, 0.00643], [0.91889, -0.37937, -1.38916], [-0.57814, -0.75558, -1.21206], [-0.77817, -2.12267, -1.26812], [-0.91640, -0.24474, 0.06162], [1.10133, 0.51452, -1.98000], [1.51803, -1.21507, -1.70552], [-1.13743, -0.31070, -2.00842], [-1.29665, 4.94620, 0.88062], [-2.20769, 3.91878, 0.19262], [-2.53662, 2.75712, 1.11924], [-3.69592, 3.23331, 1.88121], [-4.27998, 4.26138, 1.20838], [-5.33257, 4.71938, 1.45568], [-3.52812, 4.56638, 0.08597], [-1.70977, 5.29013, 1.80723], [-1.14911, 5.76566, 0.18351], [-0.31610, 4.46730, 0.99236], [-1.84477, 3.61712, -0.78118], [-1.70811, 2.47403, 1.77942], [-2.88044, 1.84704, 0.54732], [2.86415, 7.10158, -1.56066], [2.29153, 5.97449, -2.41709], [3.35581, 4.93629, -2.61896], [2.70043, 3.70091, -2.35775], [1.41504, 3.89623, -1.91264], [0.70049, 3.06367, -1.67864], [1.23543, 5.21105, -1.75344], [3.59770, 7.72100, -2.06280], [3.26732, 6.65679, -0.65465], [2.09040, 7.80507, -1.32258], [1.82619, 6.30971, -3.33542], [4.24841, 5.05131, -1.96820], [3.74876, 4.87898, -3.63999], [-1.99109, -4.97690, 3.04844], [-0.95459, -4.08469, 2.93832], [-0.15223, -4.18224, 1.85268], [0.91120, -3.23888, 1.69336], [1.06769, -2.30870, 2.66809], [0.17207, -2.20753, 3.72793], [-0.82019, -3.14345, 3.95574], [-0.26453, -5.03437, 1.16201], [1.54599, -3.28773, 0.82590], [1.86758, -1.56765, 2.65641], [0.31189, -1.38342, 4.40506], [-1.51464, -3.06446, 4.80494], [3.08778, 1.19734, 8.15523], [3.23455, 0.83705, 6.85196], [4.42769, 0.37153, 6.40586], [4.51258, 0.02640, 5.02720], [3.45802, 0.28962, 4.17657], [2.28188, 0.81960, 4.69721], [2.15070, 1.08296, 6.02375], [5.27083, 0.17914, 7.05344], [5.44431, -0.35116, 4.66179], [3.55552, 0.03941, 3.12354], [1.41788, 1.04385, 4.06666], [1.25404, 1.59655, 6.39012], [3.47121, -0.72985, -4.99542], [3.86236, -0.59992, -3.71439], [4.25680, -1.76739, -3.09751], [4.70372, -1.71098, -1.75761], [4.52628, -0.53533, -1.06137], [3.98628, 0.59343, -1.66242], [3.66274, 0.57106, -3.01814], [4.28689, -2.66810, -3.66526], [5.12488, -2.57165, -1.22948], [4.87878, -0.33954, -0.05911], [3.94898, 1.54506, -1.16316], [3.17624, 1.44468, -3.47546], [-3.32705, -6.43522, -1.81580], [-3.92577, -5.35960, -1.27169], [-3.15319, -4.18511, -1.10107], [-3.78205, -3.13499, -0.48513], [-5.10480, -3.21744, -0.07867], [-5.85860, -4.35339, -0.32501], [-5.23118, -5.44381, -0.88297], [-2.12345, -4.22016, -1.45751], [-3.26069, -2.20909, -0.35569], [-5.62642, -2.37159, 0.35659], [-6.86597, -4.42035, 0.03550], [-5.69238, -6.39363, -1.08320]], "max_force_ev_per_a": 8.013, "multiplicity": 1, "e_tot_ev": -80897.3175, "homo_lumo_gap_ev": 9.59, "homo_energy_ev": -9.3}

---

{"formula": "C38H38IrN7O2", "method": "wB97M-V/def2-TZVPD", "species": ["Ir", "C", "C", "C", "N", "C", "C", "C", "C", "C", "C", "C", "N", "C", "C", "C", "N", "C", "C", "C", "C", "C", "C", "C", "N", "C", "C", "H", "H", "H", "H", "H", "H", "H", "H", "H", "H", "H", "H", "H", "H", "H", "H", "H", "H", "H", "H", "H", "H", "H", "H", "H", "H", "C", "O", "C", "C", "C", "C", "C", "C", "N", "N", "C", "C", "C", "C", "O", "C", "N", "C", "C", "C", "C", "H", "H", "H", "H", "H", "H", "H", "H", "H", "H", "H", "H"], "coordinates": [[1.29397, -0.95302, 0.46611], [0.79933, -2.92638, -2.56826], [0.33335, -1.66576, -3.30781], [0.27806, -0.37091, -2.47308], [1.33383, -0.24594, -1.48799], [2.44870, 0.35621, -1.81263], [2.79784, 0.71700, -3.14758], [3.65736, 1.69029, -3.59188], [4.38348, 2.62512, -2.84895], [4.57696, 2.59540, -1.48698], [4.24042, 1.60220, -0.56639], [3.38100, 0.50914, -0.69412], [3.23111, -0.42221, 0.26075], [4.13980, -0.39506, 1.39730], [3.88591, -1.50235, 2.40044], [2.55865, -1.35167, 3.15631], [1.49521, -1.80912, 2.28874], [0.63278, -2.72242, 2.63373], [0.35609, -3.06458, 3.98918], [-0.40010, -4.07478, 4.52053], [-0.99533, -5.16866, 3.88063], [-1.02928, -5.39302, 2.52790], [-0.65957, -4.55066, 1.47273], [-0.09246, -3.27637, 1.47776], [-0.07690, -2.48129, 0.38839], [-0.95566, -2.82530, -0.72400], [-0.31260, -3.65830, -1.83015], [1.59048, -2.66708, -1.86318], [1.22124, -3.61734, -3.30104], [-0.66412, -1.83433, -3.72833], [1.00934, -1.51089, -4.15112], [-0.66333, -0.29105, -1.92944], [0.30596, 0.47693, -3.16346], [2.28609, 0.16418, -3.92336], [3.72835, 1.79090, -4.66983], [4.85154, 3.43039, -3.40093], [5.13194, 3.43077, -1.07355], [4.62873, 1.75577, 0.43041], [4.03157, 0.55786, 1.92503], [5.16699, -0.47139, 1.02609], [4.69749, -1.47843, 3.13049], [3.89977, -2.47173, 1.89631], [2.39840, -0.30099, 3.41463], [2.61399, -1.94021, 4.07121], [0.74960, -2.36167, 4.71152], [-0.51468, -4.04205, 5.59855], [-1.47077, -5.90711, 4.51401], [-1.46340, -6.33881, 2.22143], [-0.85012, -4.95979, 0.49048], [-1.32624, -1.89654, -1.15591], [-1.82489, -3.35893, -0.33440], [-1.09675, -3.94309, -2.53906], [0.09719, -4.57670, -1.40111], [-3.39914, 1.48344, -4.24981], [-4.46039, 2.01435, -3.48531], [-4.13836, 2.70972, -2.35650], [-2.84313, 3.03137, -1.97062], [-2.62026, 3.68940, -0.76908], [-3.68238, 4.05141, 0.06752], [-4.98449, 3.79019, -0.37873], [-5.20511, 3.10927, -1.55924], [-3.53933, 4.60990, 1.34880], [-2.40452, 4.76049, 1.89693], [-1.46307, 3.77047, 2.01302], [-0.15759, 4.15733, 2.31530], [0.91582, 3.29987, 2.14941], [0.74681, 1.98297, 1.69269], [1.72405, 1.20268, 1.45489], [-0.61465, 1.50826, 1.56223], [-0.77286, 0.19797, 1.26083], [-1.98226, -0.31359, 1.25964], [-3.12572, 0.44102, 1.54718], [-2.99160, 1.77879, 1.80241], [-1.70957, 2.36402, 1.78328], [-3.86346, 0.87835, -5.02420], [-2.74344, 0.85335, -3.64064], [-2.80601, 2.27041, -4.72450], [-1.99971, 2.77926, -2.59976], [-1.60640, 3.92816, -0.47793], [-5.81006, 4.10369, 0.24828], [-6.20800, 2.87624, -1.89541], [-0.00308, 5.18856, 2.61060], [1.92872, 3.63670, 2.33196], [-2.06380, -1.37381, 1.05371], [-4.09655, -0.03526, 1.57567], [-3.85675, 2.37880, 2.04126]], "max_force_ev_per_a": 2.496, "multiplicity": 1, "e_tot_ev": -57383.1144, "homo_lumo_gap_ev": [5.51, 5.51], "homo_energy_ev": [-6.2, -6.2]}